180
Properties=species:S:1:pos:R:3:mulliken_charge:R:1 method="wB97M-V/def2-TZVPD" e_homo_ev="0.55 / -6.63" spin_multiplicity=2 orbital_gap_ev="1.32 / 8.44" lumo_energy_ev="1.9 / 1.8" charge=-1 s2=0.750
C 23.61493 9.35164 -13.92730 -0.736
O 24.95127 9.63308 -14.35342 -0.457
C 25.05875 10.81241 -15.13103 0.328
C 24.82721 10.42918 -16.60792 -0.863
N 25.70825 9.37731 -17.11677 -0.308
C 25.19740 8.81369 -18.43733 -0.798
C 26.26987 7.79566 -18.94384 -0.501
O 25.97092 7.62259 -20.35114 -0.267
C 26.81986 6.68355 -20.96184 -0.734
H 23.43509 8.31285 -13.65037 0.289
H 22.83633 9.68306 -14.61435 0.275
H 23.44839 9.92403 -13.01476 0.244
H 26.05396 11.24708 -15.03754 0.223
H 24.30346 11.51095 -14.77090 0.069
H 24.79918 11.27898 -17.28995 0.390
H 23.87957 9.89967 -16.70643 0.323
H 25.57606 8.59165 -16.49600 0.316
H 24.91931 9.62259 -19.11294 0.390
H 24.25846 8.28530 -18.27211 0.292
H 26.14501 6.85153 -18.41364 0.314
H 27.27217 8.18300 -18.76093 0.396
H 26.59424 6.53641 -22.01803 0.246
H 26.83690 5.72326 -20.44641 0.289
H 27.82464 7.09881 -20.88374 0.311
C 21.40493 22.53543 -9.06798 -0.806
O 21.70733 21.31082 -8.38812 -0.309
C 20.52737 20.47675 -8.32458 -0.638
C 20.96354 19.01879 -8.14649 -0.717
N 21.87879 18.56736 -9.17157 -0.318
C 21.96645 17.10331 -9.14136 -0.875
C 22.96394 16.61003 -10.18985 -0.145
O 24.33122 16.96800 -9.88900 -0.437
C 25.35105 16.54648 -10.82444 -0.462
H 20.60872 23.09232 -8.57401 0.295
H 21.15931 22.35406 -10.11434 0.342
H 22.28535 23.17716 -9.10208 0.263
H 19.84890 20.66095 -9.15755 0.416
H 19.96196 20.70492 -7.42106 0.362
H 20.10312 18.38134 -7.94301 0.460
H 21.50329 18.99443 -7.19982 0.346
H 22.79482 18.93023 -8.94953 0.231
H 20.97063 16.69218 -9.30691 0.423
H 22.28783 16.72655 -8.17035 0.387
H 22.64596 17.11277 -11.10323 0.247
H 22.92216 15.52997 -10.33061 0.169
H 26.32090 16.94788 -10.53053 0.224
H 25.17194 16.96808 -11.81352 0.302
H 25.41450 15.45864 -10.85063 0.125
C 29.12359 16.46400 -16.98177 0.898
O 29.39224 15.67036 -18.12644 -0.339
C 28.80890 14.35637 -18.10314 0.713
C 29.15568 13.70582 -19.49553 -1.084
N 30.61694 13.59933 -19.68270 -0.335
C 31.07078 13.42970 -21.03502 -0.848
C 32.65825 13.48102 -21.14766 -0.533
O 33.18390 14.71172 -20.62314 -0.268
C 34.58748 14.87224 -20.63299 -0.538
H 29.62972 16.01012 -16.12976 -0.076
H 28.03433 16.49374 -16.95461 -0.595
H 29.50261 17.47879 -17.10291 0.021
H 27.73078 14.34321 -17.94321 -0.168
H 29.24919 13.70555 -17.34771 -0.113
H 28.82674 14.35648 -20.30580 0.471
H 28.73825 12.70121 -19.56343 0.395
H 31.05576 14.43974 -19.33447 0.308
H 30.65031 14.13936 -21.74754 0.374
H 30.59516 12.52724 -21.41901 0.426
H 32.89574 13.32234 -22.19957 0.397
H 33.17183 12.67909 -20.61733 0.323
H 35.05553 14.06121 -20.07509 0.079
H 34.87027 15.76067 -20.06833 0.263
H 34.99171 14.98212 -21.63927 0.287
C 30.66795 13.65590 -14.41256 -0.250
O 32.07927 13.72306 -14.23646 -0.377
C 32.53301 13.87771 -12.87969 -0.025
C 34.04573 14.06966 -12.84653 -0.949
N 34.67065 13.04525 -13.70548 -0.390
C 36.04390 13.40059 -14.05844 -0.673
C 36.66321 12.43275 -15.01110 -0.693
O 36.14354 12.63779 -16.28426 -0.190
C 36.87945 11.91999 -17.27652 -0.727
H 30.13732 12.91664 -13.81253 0.303
H 30.41528 13.40383 -15.44247 0.094
H 30.22899 14.64298 -14.26736 -0.100
H 32.31558 12.99158 -12.28338 0.236
H 32.04938 14.73470 -12.41088 0.231
H 34.42134 14.03510 -11.82387 0.311
H 34.33326 15.06523 -13.18454 0.432
H 34.14832 12.97860 -14.56735 0.300
H 36.58283 13.37394 -13.11136 0.390
H 36.04919 14.39967 -14.49424 0.391
H 36.41472 11.43160 -14.65886 0.353
H 37.73043 12.61654 -14.88722 0.442
H 36.81558 10.86647 -17.00429 0.318
H 37.89995 12.30135 -17.31167 0.309
H 36.42855 12.03638 -18.26205 0.144
C 14.27876 13.39635 -19.79964 -0.722
O 15.60152 13.84192 -19.39564 -0.307
C 16.02607 15.09105 -20.02546 -0.650
C 17.53393 15.38584 -19.90023 -0.497
N 17.90911 15.84451 -18.57538 -0.291
C 19.34375 16.05933 -18.50672 -0.560
C 19.86977 16.42986 -17.11646 -0.598
O 21.21248 16.98357 -17.15708 -0.252
C 21.79332 17.32121 -15.88055 -0.184
H 13.97987 12.39180 -19.50023 0.267
H 14.11029 13.33441 -20.87476 0.289
H 13.61397 14.15036 -19.37819 0.294
H 15.43217 15.87334 -19.55283 0.356
H 15.72903 15.05104 -21.07345 0.428
H 17.84412 16.16501 -20.59648 0.360
H 18.03340 14.44816 -20.14391 0.321
H 17.60830 15.24159 -17.82298 0.247
H 19.63963 16.92661 -19.09695 0.230
H 19.88849 15.18252 -18.85683 0.263
H 19.86004 15.60074 -16.40896 0.318
H 19.18980 17.15909 -16.67605 0.379
H 21.64330 16.51413 -15.16345 0.063
H 21.40138 18.21878 -15.40215 0.434
H 22.86021 17.46807 -16.04869 -0.125
C 29.93490 18.19081 -13.53907 -0.466
O 30.61669 18.66212 -14.70976 -0.302
H 28.91003 17.89681 -13.76558 -0.142
H 30.44170 17.27265 -13.24204 0.008
H 29.93383 18.88187 -12.69613 0.356
H 30.35333 19.57943 -14.81355 0.287
C 22.59844 13.41392 -16.64569 0.294
O 21.87287 12.20675 -16.37452 -0.489
H 23.67055 13.25298 -16.75873 -0.272
H 22.25347 13.84967 -17.58335 0.492
H 22.45385 14.14800 -15.85303 -0.346
H 21.87506 11.66468 -17.16683 0.287
C 26.45960 12.16866 -12.07240 -0.248
O 25.98681 12.89594 -10.98988 -0.403
H 27.16183 11.39456 -11.76296 0.512
H 25.61767 11.72901 -12.60715 0.213
H 26.97327 12.83693 -12.76353 -0.289
H 25.73798 12.28034 -10.29655 0.216
C 22.53326 13.72466 -12.59521 -0.619
O 22.46454 15.07072 -12.92628 -0.575
H 23.44572 13.43009 -12.07683 0.056
H 21.75949 13.45711 -11.87563 0.507
H 22.38002 13.06776 -13.45143 0.201
H 23.01525 15.22673 -13.69698 0.260
C 26.80099 15.42804 -14.23799 1.082
C 25.47832 14.70512 -14.60455 1.062
O 24.45798 15.62678 -14.74114 0.375
H 27.63977 14.73891 -14.13990 0.147
H 26.64331 15.91750 -13.27691 -0.488
H 26.97066 16.23371 -14.95229 -0.891
H 25.20219 13.94834 -13.87029 -0.447
H 25.51229 14.23627 -15.58797 -0.117
H 24.49708 15.93897 -15.64812 -0.441
C 24.33497 16.53197 -19.52166 -1.368
C 25.48733 15.93557 -18.61018 -0.160
O 25.26082 16.50426 -17.33519 -1.398
H 23.34250 16.15159 -19.27990 0.072
H 24.55230 16.27276 -20.55785 0.458
H 24.27159 17.62012 -19.52483 0.319
H 26.48627 16.20862 -18.95026 0.226
H 25.48918 14.84869 -18.52777 0.282
H 25.72004 17.34583 -17.38496 -0.207
C 29.59800 13.96611 -10.73130 -1.271
C 28.80477 15.25595 -10.96631 1.853
O 29.06207 16.21560 -9.98179 -0.603
H 29.28598 13.40864 -9.84814 0.433
H 30.64081 14.20444 -10.52183 0.399
H 29.62073 13.29657 -11.59112 0.071
H 27.73859 15.05795 -11.07657 -0.795
H 29.07242 15.73358 -11.90882 -0.440
H 28.50243 15.93141 -9.25540 0.370
C 25.60085 20.15936 -15.58784 -2.514
C 26.44213 18.95054 -15.74435 2.499
O 26.75770 18.74876 -17.13051 1.520
H 24.77044 20.32871 -16.27330 0.416
H 26.18518 21.04818 -15.82586 0.647
H 25.19858 20.24245 -14.57819 0.257
H 25.95042 18.07594 -15.31845 -0.535
H 27.31713 19.08156 -15.10771 -0.491
H 27.10070 19.55777 -17.51710 -0.781